# 1
Entry from OMol25: a structure of composition C33H42BrIN3O5Ti (wB97M-V/def2-TZVPD).

The geometry in XYZ format:
```
86
Properties=species:S:1:pos:R:3:forces:R:3
Ti 0.124 0.010 0.767 0.60 -0.01 -0.26
O 1.526 -1.707 -2.426 0.05 -0.04 0.06
C 2.876 -1.803 -2.020 -0.06 0.01 -0.02
C 3.355 -0.746 -1.038 -0.04 0.01 0.01
N 2.709 -0.705 0.296 0.03 0.00 -0.06
C 2.576 -2.048 0.846 -0.04 0.05 0.01
C 1.252 -2.696 0.433 0.06 0.00 0.03
O 1.153 -3.894 0.303 -0.05 0.02 -0.03
O 0.268 -1.839 0.309 -0.12 0.00 0.02
C 3.448 0.237 1.143 -0.05 0.00 0.02
C 2.614 1.338 1.811 0.03 0.01 -0.04
O 3.188 2.198 2.445 -0.01 -0.01 0.01
O 1.328 1.246 1.672 -0.25 0.03 0.01
H 1.211 -0.803 -2.259 -0.01 0.06 -0.01
H 3.015 -2.808 -1.613 0.00 0.00 -0.02
H 3.535 -1.716 -2.895 0.01 0.02 0.03
H 4.432 -0.932 -0.902 0.00 -0.02 0.00
H 3.243 0.243 -1.487 0.02 0.00 0.00
H 3.402 -2.713 0.573 0.01 -0.01 0.00
H 2.547 -1.990 1.935 0.00 0.00 0.00
H 3.981 -0.282 1.945 0.03 0.00 0.00
H 4.204 0.758 0.555 0.00 0.01 0.00
C -4.299 2.209 1.658 -0.01 0.00 -0.03
C -3.275 2.714 0.635 0.01 0.00 0.04
C -1.896 2.876 1.287 -0.03 0.00 -0.07
C -3.311 1.911 -0.658 -0.01 0.04 0.03
C -4.013 2.449 -1.732 0.02 -0.01 -0.04
C -4.090 1.789 -2.946 0.02 0.00 0.03
C -3.440 0.577 -3.107 -0.02 0.02 -0.01
C -2.724 0.001 -2.064 0.01 -0.10 -0.02
C -1.988 -1.312 -2.254 0.02 0.03 0.00
C -2.865 -2.512 -1.887 0.00 0.03 -0.01
C -1.427 -1.479 -3.664 -0.01 0.00 0.02
C -2.690 0.670 -0.836 -0.05 0.05 0.03
N -1.982 0.108 0.269 0.03 -0.04 -0.06
C -2.628 -0.670 1.080 0.04 -0.01 0.10
C -2.051 -1.053 2.307 -0.08 -0.02 0.04
C -2.620 -1.766 3.357 -0.02 -0.04 0.00
C -1.724 -1.660 4.415 -0.02 0.08 -0.02
C -0.649 -0.872 3.968 -0.02 -0.07 0.05
N -0.827 -0.519 2.674 -0.02 -0.01 0.05
C 0.496 -0.379 4.826 0.03 -0.05 -0.02
C 0.355 -0.907 6.255 0.00 0.03 -0.01
C 0.476 1.155 4.866 -0.02 0.03 0.00
C 1.832 -0.866 4.262 -0.03 0.01 -0.02
H -4.372 2.909 2.493 0.01 0.00 0.01
H -4.005 1.242 2.069 0.00 0.00 0.00
H -5.288 2.107 1.206 0.00 -0.01 0.01
H -3.599 3.717 0.340 0.01 0.00 -0.01
H -1.641 2.024 1.920 0.01 -0.01 0.01
H -1.899 3.758 1.932 0.00 -0.01 0.01
H -1.111 3.009 0.541 0.00 0.01 0.03
H -4.493 3.414 -1.611 0.00 0.00 0.00
H -4.634 2.231 -3.771 0.00 -0.01 -0.01
H -3.475 0.078 -4.066 0.01 0.00 -0.01
H -1.139 -1.316 -1.570 0.02 0.00 0.01
H -3.746 -2.552 -2.535 0.00 -0.01 0.01
H -3.206 -2.463 -0.853 0.00 -0.01 -0.01
H -2.300 -3.438 -2.005 0.00 0.00 0.00
H -2.217 -1.663 -4.397 -0.01 0.00 -0.01
H -0.742 -2.327 -3.682 0.00 0.01 -0.01
H -0.874 -0.588 -3.968 0.00 0.01 -0.01
H -3.646 -0.991 0.859 -0.02 0.07 -0.02
H -3.572 -2.275 3.341 0.01 0.00 -0.01
H -1.848 -2.072 5.403 0.02 0.01 0.01
H -0.576 -0.567 6.712 0.01 0.00 0.01
H 1.186 -0.534 6.858 -0.01 -0.01 0.01
H 0.377 -1.998 6.285 0.00 -0.01 -0.01
H -0.471 1.506 5.283 0.00 0.00 0.01
H 0.597 1.583 3.873 0.01 -0.02 -0.01
H 1.290 1.524 5.496 0.00 0.00 0.00
H 1.868 -1.959 4.247 0.01 0.00 0.00
H 2.665 -0.493 4.863 0.00 0.00 0.00
H 1.954 -0.496 3.248 0.01 -0.03 0.05
Br 3.753 3.867 -3.486 0.00 -0.03 -0.02
C 3.481 2.314 -4.549 -0.02 0.07 0.08
C 4.262 2.105 -5.680 0.00 0.00 -0.01
C 4.053 0.961 -6.439 0.00 0.00 0.00
C 3.082 0.036 -6.074 -0.01 -0.03 -0.01
C 2.301 0.246 -4.939 -0.02 0.01 0.01
C 2.532 1.392 -4.217 0.05 -0.05 -0.01
I 0.649 1.608 -1.658 -0.11 -0.03 0.05
H 5.019 2.828 -5.955 0.00 0.00 0.00
H 4.657 0.792 -7.321 0.00 0.00 0.00
H 2.930 -0.857 -6.669 0.01 0.00 0.00
H 1.557 -0.476 -4.627 -0.01 0.00 0.00
```
Forces are in eV/Å.

Properties
Orbital gap (spin up / spin down) (eV): 7.467 / 7.327
2S+1: 3
F_max (eV/A): 0.659
Net charge: -1
HOMO (spin up / spin down) (eV): -4.996 / -5.446
Energy above the lowest of the compared OMol25 structures with the same formula, charge and spin (kJ/mol): 0.00

Atomic partial charges in e from the Löwdin method, atoms 1 to 2:
1. Ti 0.8491
2. O -0.1161

=====

# 2
Entry from OMol25: a structure of composition C33H42Cl2N3O2SSi2TeTi (wB97M-V/def2-TZVPD).

The geometry in XYZ format:
```
87
Properties=species:S:1:pos:R:3:forces:R:3
Ti 1.278 1.590 -0.565 -0.39 0.48 0.18
O 1.309 3.481 -0.720 0.21 -0.11 0.27
C 2.107 4.377 -1.270 0.01 0.04 -0.08
C 1.609 5.656 -1.555 -0.06 0.00 0.00
C 2.419 6.617 -2.117 0.06 -0.03 0.00
C 3.760 6.344 -2.409 -0.04 0.05 -0.01
C 4.263 5.097 -2.127 0.03 -0.05 0.00
C 3.456 4.094 -1.569 -0.02 -0.03 0.02
C 4.044 2.817 -1.250 0.02 0.04 -0.01
N 3.369 1.800 -0.853 0.20 -0.10 -0.11
N 4.120 0.684 -0.495 0.02 -0.06 0.00
C 3.375 -0.138 0.171 -0.12 0.12 -0.13
O 2.122 0.141 0.491 0.03 -0.05 -0.21
C 3.931 -1.454 0.557 0.02 0.04 0.07
C 5.194 -1.843 0.112 0.01 0.00 0.00
C 5.699 -3.084 0.456 -0.03 0.00 0.01
C 4.948 -3.950 1.246 0.01 0.02 -0.01
C 3.690 -3.567 1.687 0.02 -0.01 0.00
C 3.183 -2.323 1.342 -0.06 0.02 0.02
H 0.571 5.857 -1.325 0.01 0.00 0.00
H 2.011 7.597 -2.332 0.00 0.00 0.00
H 4.391 7.105 -2.847 0.00 0.00 0.00
H 5.301 4.865 -2.337 -0.01 0.01 0.00
H 5.125 2.702 -1.317 0.01 0.03 -0.01
H 5.762 -1.163 -0.508 0.00 0.00 0.00
H 6.678 -3.383 0.105 0.00 0.00 0.00
H 5.344 -4.922 1.511 0.00 0.01 0.00
H 3.099 -4.239 2.296 0.00 0.00 0.00
H 2.195 -2.026 1.664 0.03 -0.03 -0.02
Cl 3.200 0.585 -4.208 0.00 -0.02 0.01
C 2.142 -0.832 -4.147 -0.05 0.03 0.05
Cl 2.130 -1.588 -2.545 0.07 -0.09 -0.05
H 2.505 -1.558 -4.864 0.01 -0.02 0.00
H 1.132 -0.505 -4.365 0.00 -0.01 0.00
C 0.274 1.896 2.588 -0.04 0.05 -0.02
C -0.887 2.110 1.660 0.06 -0.02 -0.04
C -2.117 2.576 2.175 -0.01 0.00 0.08
C -3.165 2.779 1.334 -0.04 0.01 -0.01
C -3.029 2.510 -0.046 0.10 -0.10 0.01
C -4.095 2.676 -0.955 -0.05 0.01 -0.01
C -3.907 2.370 -2.273 0.01 0.01 -0.02
C -2.661 1.906 -2.729 -0.01 0.02 0.05
C -1.588 1.744 -1.879 0.00 -0.03 0.00
S -0.044 1.198 -2.511 0.06 -0.08 0.08
C -1.775 2.041 -0.497 -0.08 0.01 -0.07
N -0.729 1.865 0.375 0.03 -0.12 -0.06
H -0.078 1.579 3.571 0.00 0.03 -0.03
H 0.825 2.830 2.719 0.01 0.01 -0.02
H 0.961 1.140 2.209 -0.01 0.00 0.02
H -2.204 2.763 3.237 0.01 0.00 -0.01
H -4.117 3.138 1.710 0.01 0.00 0.00
H -5.049 3.032 -0.589 0.01 0.00 -0.01
H -4.719 2.486 -2.980 0.01 0.00 0.00
H -2.524 1.676 -3.778 -0.01 0.00 0.00
C -4.177 -1.067 -0.982 0.00 -0.02 0.04
Si -3.287 -2.545 -1.703 -0.01 -0.02 0.03
C -4.550 -3.867 -2.126 0.01 -0.04 0.00
C -2.355 -2.060 -3.246 -0.01 0.03 -0.05
C -2.060 -3.258 -0.472 0.13 0.02 0.00
Te -0.615 -1.819 0.239 -0.20 -0.12 0.00
C -1.766 -1.367 2.000 -0.06 0.10 -0.08
Si -1.218 -2.252 3.554 0.04 -0.01 0.02
C 0.384 -1.470 4.140 0.06 0.03 -0.05
C -2.535 -2.010 4.868 0.00 -0.01 0.04
C -0.989 -4.080 3.236 -0.02 -0.03 0.01
H -4.883 -0.660 -1.711 0.01 0.00 0.01
H -3.470 -0.276 -0.728 0.01 0.04 0.03
H -4.743 -1.330 -0.084 0.02 0.00 -0.01
H -5.283 -3.492 -2.846 0.01 -0.01 0.01
H -5.094 -4.198 -1.237 0.00 0.01 -0.02
H -4.067 -4.742 -2.568 -0.02 0.00 0.00
H -3.026 -1.588 -3.970 0.02 -0.01 0.01
H -1.912 -2.938 -3.724 0.01 0.02 0.01
H -1.556 -1.350 -3.017 0.03 0.04 0.01
H -1.476 -4.058 -0.933 -0.03 -0.02 0.00
H -2.532 -3.683 0.416 0.02 0.02 0.00
H -2.802 -1.595 1.741 -0.02 0.00 -0.04
H -1.717 -0.285 2.140 -0.03 0.00 0.01
H 0.177 -0.558 4.707 0.02 -0.02 -0.02
H 1.034 -1.198 3.301 -0.05 -0.04 0.08
H 0.945 -2.142 4.792 0.00 0.01 0.00
H -2.726 -0.948 5.042 0.00 -0.01 0.00
H -2.230 -2.453 5.819 -0.02 0.01 -0.01
H -3.477 -2.475 4.569 0.01 0.01 0.01
H -0.339 -4.253 2.376 0.00 0.00 0.02
H -1.947 -4.571 3.044 0.02 0.01 -0.01
H -0.540 -4.563 4.107 -0.01 -0.01 0.00
```
Forces are in eV/Å.

Properties
Orbital gap (spin up / spin down) (eV): 6.932 / 6.950
2S+1: 2
F_max (eV/A): 0.643
HOMO (spin up / spin down) (eV): -7.188 / -7.200
Energy above the lowest of the compared OMol25 structures with the same formula, charge and spin (kJ/mol): 26.57

Atomic partial charges in e from the Löwdin method, atoms 1 to 2:
1. Ti 0.8086
2. O -0.2013

=====

# 3
Entry from OMol25: a structure of composition C33H42FN4O4S4SiTi at a distorted geometry (wB97M-V/def2-TZVPD).

The geometry in XYZ format:
```
90
Properties=species:S:1:pos:R:3:forces:R:3
Ti 0.687 0.313 -0.100 0.92 -0.99 0.62
C 3.828 -0.400 -0.357 0.01 -0.02 0.05
N 2.480 -0.844 -0.686 -0.26 0.11 0.09
C 2.288 -1.763 -1.560 0.16 -0.06 -0.15
C 0.952 -2.028 -1.949 -0.07 0.07 -0.04
C 0.354 -2.930 -2.818 0.02 0.00 -0.04
C -1.014 -2.623 -2.812 -0.04 -0.01 -0.02
C -1.179 -1.545 -1.946 0.05 -0.08 0.04
N 0.004 -1.186 -1.410 -0.04 0.14 0.04
C 4.666 -0.042 -1.561 0.01 -0.01 -0.01
C 5.976 -0.495 -1.661 0.00 0.01 -0.01
C 6.763 -0.158 -2.755 0.00 0.00 0.00
C 6.239 0.634 -3.764 -0.01 0.00 0.00
C 4.927 1.087 -3.672 0.00 0.00 0.00
C 4.144 0.754 -2.579 -0.03 0.01 0.00
H 4.343 -1.172 0.221 0.01 0.01 0.02
H 3.726 0.464 0.301 0.00 0.01 -0.01
H 3.124 -2.296 -2.015 -0.02 -0.01 -0.01
H 0.852 -3.705 -3.381 0.00 0.00 0.00
H -1.799 -3.122 -3.359 0.00 0.00 0.00
H -2.086 -1.025 -1.679 -0.02 0.03 -0.02
H 6.384 -1.122 -0.876 0.00 0.00 0.00
H 7.781 -0.521 -2.819 0.00 0.00 0.00
H 6.846 0.895 -4.622 0.00 0.00 0.00
H 4.512 1.704 -4.459 0.00 0.00 0.00
H 3.121 1.108 -2.501 0.01 0.00 0.00
C 0.672 -2.065 4.027 0.03 0.04 0.04
Si 1.665 -1.812 2.440 -0.04 -0.26 -0.02
C 0.943 -3.066 1.251 -0.11 0.05 0.05
C 3.421 -2.428 2.744 0.01 0.01 0.03
N 1.522 -0.166 1.885 -0.10 0.30 -0.48
C 1.854 0.829 2.780 0.07 0.04 0.29
C 2.527 0.675 4.011 0.04 -0.03 -0.03
C 2.776 1.743 4.860 0.00 0.03 0.02
C 2.377 3.033 4.543 0.00 -0.03 -0.01
C 1.717 3.238 3.336 0.02 -0.04 0.02
C 1.493 2.155 2.526 0.04 0.00 -0.15
F 0.870 2.353 1.328 -0.20 0.16 0.20
H 0.775 -3.104 4.351 0.01 0.00 -0.01
H -0.397 -1.899 3.860 -0.01 -0.03 0.04
H 0.971 -1.424 4.856 -0.01 -0.01 -0.03
H 0.931 -4.017 1.793 -0.02 0.00 -0.01
H 1.533 -3.210 0.351 0.05 -0.03 -0.02
H -0.082 -2.860 0.937 0.06 0.01 0.03
H 3.357 -3.442 3.151 0.00 0.01 0.01
H 4.014 -1.830 3.435 0.00 0.01 -0.01
H 3.975 -2.497 1.807 0.00 -0.01 -0.03
H 2.860 -0.306 4.317 0.01 0.03 -0.02
H 3.295 1.553 5.792 0.00 0.01 0.00
H 2.574 3.861 5.210 0.00 0.00 0.00
H 1.378 4.214 3.016 0.00 0.00 0.00
C -4.181 2.704 -1.258 0.01 0.00 0.00
C -3.500 2.809 0.090 0.11 0.11 0.17
S -1.712 2.523 0.223 -0.44 0.12 -0.38
C -1.061 3.692 -0.981 0.12 0.06 -0.02
C -1.059 3.321 -2.480 0.09 0.03 -0.11
S -0.798 1.568 -2.863 -0.03 0.11 -0.06
C -2.121 1.177 -4.034 0.10 -0.04 -0.05
C -3.559 1.535 -3.684 -0.01 -0.03 0.00
S -4.112 1.062 -2.025 0.01 0.03 -0.02
H -3.759 3.429 -1.951 -0.02 0.00 0.00
H -5.230 2.972 -1.114 0.00 -0.01 0.01
H -3.939 2.097 0.780 -0.07 -0.11 0.11
H -3.689 3.809 0.491 0.00 -0.02 0.02
H -0.032 3.855 -0.663 -0.02 -0.06 0.02
H -1.598 4.635 -0.849 0.05 0.03 -0.01
H -0.248 3.891 -2.935 -0.04 0.00 -0.04
H -1.976 3.644 -2.969 -0.04 -0.04 0.05
H -2.021 0.092 -4.121 -0.01 0.00 -0.01
H -1.883 1.595 -5.016 0.00 0.01 0.00
H -4.215 1.041 -4.402 0.01 -0.02 0.00
H -3.736 2.604 -3.800 -0.01 0.00 -0.03
N -1.313 -0.404 1.458 0.16 0.16 0.13
C -2.656 -0.924 1.330 -0.06 0.05 -0.05
C -2.898 -2.108 0.648 0.00 0.00 0.00
C -4.199 -2.566 0.500 0.01 -0.04 0.00
C -5.267 -1.855 1.029 -0.04 0.04 0.01
C -5.023 -0.686 1.732 -0.01 -0.01 0.00
C -3.721 -0.233 1.892 0.00 0.01 0.01
S -6.949 -2.472 0.847 0.05 0.02 0.01
O -6.973 -3.027 -0.497 -0.02 0.00 -0.01
O -7.778 -1.290 1.038 -0.01 -0.01 -0.01
O -7.064 -3.463 1.906 -0.01 -0.01 0.00
H -1.388 0.516 1.883 0.02 0.10 0.04
H -0.805 -0.934 2.163 0.00 -0.08 -0.30
H -2.075 -2.655 0.207 -0.03 -0.01 0.01
H -4.404 -3.476 -0.051 0.00 0.00 0.00
H -5.864 -0.146 2.147 0.01 0.00 0.00
H -3.522 0.657 2.481 0.00 0.06 -0.01
O 1.391 1.499 -0.941 -0.42 0.06 0.09
```
Forces are in eV/Å.

Properties
Orbital gap (eV): 7.269
F_max (eV/A): 1.482
Net charge: -1
HOMO (eV): -5.353
Energy above the lowest of the compared OMol25 structures with the same formula, charge and spin (kJ/mol): 159.17

Atomic partial charges in e from the Löwdin method, atoms 1 to 2:
1. Ti 0.9386
2. C -0.1547

=====

Q: Which formula does entry 3 have?
A: C33H42FN4O4S4SiTi